The following is a quantum chemistry calculation of a 8-piece molecular cluster, C59H57NO3 overall, from the Open Molecules 2025 dataset.

Output
E_HOMO (eV): -9.09
Energy (eV): -69737.8662
SMILES: NC[C@H](O)Cc1cccc2c1C(=O)c1ccccc1C2=O.c1ccccc1.c1ccccc1.c1ccccc1.c1ccccc1.c1ccccc1.c1ccccc1.c1ccccc1
F_max (hartree/bohr): 0.0557
LUMO level (eV): -1.210
Gap between HOMO and LUMO (eV): 7.88

CARTESIAN COORDINATES (ANGSTROEM)
N 0.310 4.453 0.825
C -0.197 4.146 -0.538
C -0.312 5.398 -1.498
O 0.613 6.446 -1.211
C -1.819 5.904 -1.637
C -2.494 6.217 -0.273
C -1.743 6.829 0.830
C -2.353 7.148 2.131
C -3.748 6.835 2.398
C -4.515 6.225 1.305
C -3.924 5.934 -0.015
C -4.869 5.337 -1.071
O -4.656 5.315 -2.267
C -6.243 4.743 -0.615
C -7.030 3.916 -1.523
C -8.331 3.368 -1.182
C -8.908 3.645 0.138
C -8.126 4.460 1.051
C -6.824 5.013 0.716
C -6.003 5.910 1.654
O -6.512 6.352 2.668
H -0.488 4.570 1.462
H 0.728 3.569 1.149
H -1.197 3.646 -0.448
H 0.495 3.403 -1.030
H -0.051 5.020 -2.534
H 0.199 7.318 -1.292
H -1.824 6.849 -2.258
H -2.341 5.119 -2.239
H -0.664 7.115 0.740
H -1.774 7.638 2.954
H -4.237 7.070 3.375
H -6.600 3.716 -2.527
H -8.877 2.774 -1.946
H -9.918 3.231 0.349
H -8.562 4.677 2.052
C 1.238 -0.824 -2.857
C 1.131 0.560 -2.834
C 0.004 1.180 -3.360
C -1.015 0.414 -3.915
C -0.903 -0.971 -3.947
C 0.222 -1.590 -3.417
H 2.115 -1.308 -2.441
H 1.927 1.158 -2.403
H -0.081 2.260 -3.338
H -1.895 0.897 -4.323
H -1.695 -1.568 -4.384
H 0.309 -2.670 -3.440
C 0.229 -7.944 -4.225
C -0.577 -6.825 -4.399
C -0.337 -5.672 -3.662
C 0.709 -5.640 -2.746
C 1.509 -6.761 -2.566
C 1.270 -7.913 -3.306
H 0.045 -8.840 -4.805
H -1.394 -6.851 -5.112
H -0.964 -4.799 -3.801
H 0.899 -4.740 -2.172
H 2.321 -6.737 -1.847
H 1.896 -8.787 -3.167
C 4.358 1.234 0.861
C 3.552 2.354 0.686
C 3.795 3.508 1.422
C 4.842 3.541 2.336
C 5.642 2.418 2.518
C 5.401 1.265 1.779
H 4.172 0.337 0.282
H 2.733 2.327 -0.026
H 3.168 4.382 1.283
H 5.033 4.441 2.908
H 6.454 2.442 3.235
H 6.026 0.391 1.919
C -5.484 1.303 5.387
C -6.426 2.177 5.918
C -6.617 3.427 5.342
C -5.864 3.806 4.237
C -4.916 2.935 3.712
C -4.727 1.684 4.286
H -5.340 0.326 5.833
H -7.012 1.883 6.781
H -7.354 4.107 5.754
H -6.014 4.781 3.784
H -4.323 3.233 2.853
H -3.989 1.004 3.875
C 0.503 -9.404 -0.227
C -0.596 -10.051 -0.777
C -0.890 -11.358 -0.408
C -0.082 -12.019 0.510
C 1.023 -11.375 1.053
C 1.315 -10.067 0.686
H 0.728 -8.383 -0.511
H -1.225 -9.536 -1.495
H -1.750 -11.862 -0.834
H -0.313 -13.038 0.800
H 1.657 -11.892 1.764
H 2.176 -9.563 1.111
C 7.721 2.909 -3.268
C 6.604 2.936 -2.441
C 6.755 3.124 -1.073
C 8.025 3.281 -0.530
C 9.142 3.246 -1.355
C 8.991 3.061 -2.724
H 7.602 2.769 -4.336
H 5.613 2.811 -2.864
H 5.884 3.147 -0.429
H 8.143 3.430 0.537
H 10.133 3.362 -0.931
H 9.862 3.036 -3.368
C 4.659 -6.758 1.927
C 4.502 -6.170 3.176
C 3.318 -5.516 3.494
C 2.290 -5.448 2.561
C 2.450 -6.028 1.309
C 3.633 -6.685 0.992
H 5.580 -7.274 1.682
H 5.305 -6.221 3.903
H 3.195 -5.060 4.469
H 1.366 -4.940 2.809
H 1.650 -5.970 0.578
H 3.757 -7.141 0.016

The following is a quantum chemistry calculation of C59H61N6OPPbSeSiTe as an isolated structure, from the Open Molecules 2025 dataset.

Output
E_HOMO (eV): -11.60
Energy (eV): -168204.6067
F_max (hartree/bohr): 0.0067
LUMO level (eV): -5.172
Net charge: +2
Gap between HOMO and LUMO (eV): 6.43
ΔE to the lowest compared entry with this formula, charge and spin (eV): 0.000

CARTESIAN COORDINATES (ANGSTROEM)
Pb -0.700 0.245 -1.133
C 6.588 0.615 -1.058
C 5.115 0.731 -1.329
C 4.537 1.937 -1.724
C 3.191 2.020 -2.025
C 2.345 0.908 -1.971
N 1.004 1.040 -2.390
C 0.898 1.418 -3.744
C 1.828 0.966 -4.693
C 1.743 1.303 -6.028
C 0.706 2.097 -6.516
C 0.590 2.426 -7.977
C -0.230 2.537 -5.598
C -0.129 2.221 -4.245
N -1.133 2.758 -3.386
C -1.626 4.010 -3.395
C -2.749 4.028 -2.596
C -2.867 2.715 -2.136
N -1.895 1.947 -2.629
C 2.930 -0.289 -1.541
C 4.280 -0.371 -1.220
N 2.172 -1.499 -1.480
C 2.527 -2.710 -1.944
C 1.558 -3.613 -1.551
C 0.639 -2.844 -0.835
N 1.027 -1.569 -0.775
H 7.044 1.595 -0.928
H 6.785 0.021 -0.165
H 7.093 0.123 -1.891
H 5.156 2.823 -1.802
H 2.764 2.960 -2.355
H 2.644 0.338 -4.361
H 2.494 0.931 -6.715
H 1.571 2.586 -8.422
H 0.111 1.610 -8.522
H -0.007 3.324 -8.134
H -1.067 3.142 -5.927
H -1.147 4.786 -3.969
H -3.387 4.867 -2.384
H -3.616 2.287 -1.487
H 4.678 -1.321 -0.880
H 3.422 -2.837 -2.529
H 1.516 -4.665 -1.770
H -0.286 -3.141 -0.371
C -0.522 -1.714 -4.116
C -1.976 -2.152 -4.205
C -2.130 -3.627 -3.842
C -2.878 -1.241 -3.360
C -4.369 -1.459 -3.619
O -4.840 -2.062 -2.405
C -3.830 -2.048 -1.512
N -2.724 -1.529 -1.909
C -4.213 -2.755 -0.250
C -5.312 -3.616 -0.371
C -5.780 -4.347 0.705
C -5.170 -4.219 1.942
C -4.085 -3.372 2.076
C -3.584 -2.642 1.000
P -2.155 -1.535 1.328
C -1.190 -2.546 2.508
C -0.883 -3.860 2.147
C -0.017 -4.626 2.911
C 0.559 -4.096 4.058
C 0.250 -2.799 4.440
C -0.614 -2.030 3.670
C -2.980 -0.225 2.304
C -3.245 -0.235 3.671
C -3.960 0.801 4.254
C -4.440 1.849 3.480
C -4.200 1.862 2.113
C -3.463 0.838 1.537
H 0.098 -2.263 -4.827
H -0.113 -1.916 -3.124
H -0.410 -0.652 -4.347
H -2.303 -2.008 -5.241
H -1.741 -3.814 -2.838
H -1.569 -4.247 -4.541
H -3.168 -3.963 -3.872
H -2.599 -0.204 -3.555
H -4.561 -2.151 -4.439
H -4.935 -0.543 -3.786
H -5.801 -3.714 -1.327
H -6.625 -5.010 0.575
H -5.535 -4.773 2.796
H -3.608 -3.280 3.043
H -1.348 -4.302 1.272
H 0.198 -5.645 2.619
H 1.225 -4.697 4.662
H 0.673 -2.395 5.351
H -0.877 -1.029 3.993
H -2.916 -1.061 4.290
H -4.163 0.778 5.317
H -5.010 2.644 3.941
H -4.589 2.665 1.500
H -3.290 0.840 0.465
C -0.866 3.110 3.139
Si 0.283 4.062 2.024
C 1.183 5.387 2.952
C -0.553 4.672 0.487
Se 1.950 2.584 1.176
H -1.700 3.777 3.379
H -0.395 2.846 4.090
H -1.308 2.219 2.684
H 0.442 6.116 3.295
H 1.902 5.916 2.326
H 1.701 5.000 3.831
H -1.256 5.471 0.736
H -1.107 3.872 -0.009
H 0.167 5.072 -0.225
Te 1.297 0.629 2.525
C 1.900 1.279 4.436
C 1.216 0.764 5.529
C 1.584 1.167 6.805
C 2.616 2.080 6.973
C 3.278 2.601 5.870
C 2.918 2.207 4.590
C 2.930 -0.634 2.168
C 4.231 -0.162 2.265
C 5.275 -1.068 2.178
C 5.012 -2.419 1.982
C 3.706 -2.874 1.871
C 2.648 -1.980 1.973
H 0.399 0.066 5.401
H 1.059 0.773 7.665
H 2.899 2.394 7.969
H 4.075 3.320 6.005
H 3.418 2.633 3.728
H 4.436 0.892 2.408
H 6.295 -0.720 2.274
H 5.833 -3.122 1.922
H 3.505 -3.927 1.721
H 1.625 -2.333 1.911

Question: Among the records above, which one has the lowest E_HOMO?
Answer: C59H61N6OPPbSeSiTe